Entry A
ORCA calculation (ωB97M-V/def2-TZVPD) on a cluster of 5 separate species, C2H15NO4 in total.

Output
LUMO energy ... 0.54 eV
Gap between HOMO and LUMO ... 0.3543 Eh
E_HOMO ... -9.10 eV
Structure (SMILES) ... CNC.O.O.O.O

Atoms and positions in Å:
C 1.674 -0.685 -0.734
N 1.120 0.653 -0.571
C -0.091 0.913 -1.362
H 0.877 -1.418 -0.750
H 2.158 -0.839 -1.704
H 2.371 -0.906 0.066
H 1.843 1.351 -0.683
H -0.631 -0.012 -1.583
H 0.062 1.604 -2.201
H -0.792 1.563 -0.825
O -1.050 3.828 0.293
H -1.443 3.064 0.739
H -0.266 3.408 -0.097
O -0.022 0.304 1.945
H 0.267 0.764 1.122
H 0.098 0.789 2.757
O -0.624 -2.696 -0.961
H -0.834 -2.778 -0.018
H -1.351 -3.035 -1.500
O -0.910 -2.290 1.879
H -0.620 -1.366 2.063
H -1.837 -2.212 2.122

Here are the Mulliken charges for atoms 1 to 2, given in e:
1. C -0.64
2. N -0.25

=====

Entry B
ORCA calculation (ωB97M-V/def2-TZVPD) on a cluster of 5 separate species, C2H15NO4 in total.

Output
LUMO energy ... 0.41 eV
Gap between HOMO and LUMO ... 0.3423 Eh
E_HOMO ... -8.90 eV
Structure (SMILES) ... CCN.O.O.O.O

Atoms and positions in Å:
C 1.280 1.727 0.883
C 1.238 0.983 -0.467
N -0.094 0.964 -0.884
H 0.378 1.321 1.490
H 2.246 1.427 1.409
H 1.172 2.814 0.631
H 1.922 1.371 -1.218
H 1.526 -0.055 -0.111
H -0.447 1.281 -1.834
H -0.447 0.056 -0.623
O 2.122 -1.504 -3.754
H 2.138 -2.417 -4.035
H 1.683 -1.005 -4.435
O -3.390 0.047 -0.594
H -3.365 0.563 0.251
H -2.825 -0.634 -0.209
O 0.515 -3.358 3.018
H 0.124 -3.222 2.166
H 0.903 -4.207 2.823
O -2.416 1.060 1.731
H -2.584 1.505 2.552
H -1.677 1.281 1.211

Here are the Mulliken charges for atoms 1 to 2, given in e:
1. C -0.80
2. C -0.37

=====

Ordering by calculated energy gives the sequence entry A, entry B, with the first entry being the most stable.

=====

Entry A
ORCA calculation (ωB97M-V/def2-TZVPD) on a cluster of 2 separate species, C2H8NOS in total.

Output
LUMO energy (alpha / beta) ... 0.62 / -3.09 eV
Spin multiplicity ... 2
Gap between HOMO and LUMO (alpha / beta) ... 0.3523 / 0.2155 Eh
⟨S²⟩ ... 0.75
E_HOMO (alpha / beta) ... -8.97 / -8.96 eV

Atoms and positions in Å:
C -0.826 0.899 0.921
N 0.053 1.427 -0.113
C 0.972 0.477 -0.668
O 0.415 -0.486 -1.545
H -1.520 0.126 0.566
H -1.435 1.731 1.277
H -0.213 0.502 1.729
H -0.472 1.915 -0.825
H 1.472 -0.026 0.166
H 1.700 1.043 -1.244
S -0.284 -2.581 0.685
H 0.169 -1.273 -1.032
H -0.032 -3.755 0.083

Here are the Mulliken charges for atoms 1 to 2, given in e:
1. C -0.73
2. N -0.31

=====

Entry B
ORCA calculation (ωB97M-V/def2-TZVPD) on a cluster of 2 separate species, C2H8NOS in total.

Output
LUMO energy (alpha / beta) ... 0.75 / -2.41 eV
Spin multiplicity ... 2
Gap between HOMO and LUMO (alpha / beta) ... 0.3851 / 0.2578 Eh
⟨S²⟩ ... 0.75
E_HOMO (alpha / beta) ... -9.73 / -9.43 eV

Atoms and positions in Å:
C -1.226 -2.766 -1.132
S -0.885 -1.068 -0.505
H -0.291 -3.302 -1.328
H -1.722 -2.618 -2.088
H -1.834 -3.301 -0.406
N 1.328 0.859 1.064
C 0.780 2.230 0.929
O -0.368 2.376 0.083
H 0.526 0.219 1.012
H 1.891 0.534 0.282
H 1.639 2.790 0.549
H 0.478 2.494 1.936
H -0.315 1.553 -0.395

Here are the Mulliken charges for atoms 1 to 2, given in e:
1. C -0.73
2. S -0.11

=====

Ordering by calculated energy gives the sequence entry A, entry B, with the first entry being the most stable.

=====

Entry A
ORCA calculation (ωB97M-V/def2-TZVPD) on an isolated molecule of ClH3N3P3.

Output
LUMO energy (alpha / beta) ... -1.05 / -1.05 eV
Gap between HOMO and LUMO (alpha / beta) ... 0.2623 / 0.2622 Eh
E_HOMO (alpha / beta) ... -8.19 / -8.19 eV

Atoms and positions in Å:
N 0.735 -1.415 0.889
N -0.848 -0.814 -1.074
N -0.125 1.583 0.243
P -0.462 -1.989 0.005
P -0.976 1.011 -0.975
P 1.752 -0.193 0.775
Cl 2.105 0.171 2.702
H -1.574 -1.113 -1.716
H -0.602 1.621 1.137
H -0.006 1.138 -1.987

Here are the Mulliken charges for atoms 1 to 2, given in e:
1. N -0.10
2. N -0.28

=====

Entry B
ORCA calculation (ωB97M-V/def2-TZVPD) on an isolated molecule of ClH3N3P3.

Output
LUMO energy ... -0.15 eV
Gap between HOMO and LUMO ... 0.3164 Eh
E_HOMO ... -8.76 eV
Structure (SMILES) ... Clp1[nH]pn[pH][nH]1

Atoms and positions in Å:
Cl 2.813 -0.262 -0.375
P 1.225 -0.095 0.728
N 0.633 1.333 0.039
P -1.014 1.818 -0.052
N -1.944 0.559 -0.105
P -1.661 -1.040 -0.500
N 0.116 -1.220 -0.434
H 1.096 2.207 -0.106
H -1.788 -1.234 0.884
H 0.524 -2.067 -0.080

Here are the Mulliken charges for atoms 1 to 2, given in e:
1. Cl -0.17
2. P 0.26

=====

Entry C
ORCA calculation (ωB97M-V/def2-TZVPD) on a structure of composition ClH3N3P3.

Output
LUMO energy ... -0.13 eV
Gap between HOMO and LUMO ... 0.3218 Eh
E_HOMO ... -8.89 eV

Atoms and positions in Å:
N 1.334 -1.172 -0.338
N -1.202 -1.140 0.317
N 0.181 1.177 0.485
P 0.195 -2.064 0.161
P -1.385 0.611 0.087
P 1.320 0.452 -0.686
Cl 2.939 0.893 0.364
H -2.122 -1.497 0.451
H 0.039 2.169 0.426
H -1.299 0.572 -1.268

Here are the Mulliken charges for atoms 1 to 2, given in e:
1. N -0.07
2. N -0.25

=====

Ordering by calculated energy gives the sequence entry C, entry B, entry A, with the first entry being the most stable.

=====

Entry A
ORCA calculation (ωB97M-V/def2-TZVPD) on the ion C12H14N3 with charge +1.

Output
LUMO energy (alpha / beta) ... -5.00 / -5.00 eV
Gap between HOMO and LUMO (alpha / beta) ... 0.3054 / 0.3054 Eh
E_HOMO (alpha / beta) ... -13.31 / -13.31 eV
Structure (SMILES) ... C1=C/[N+](=C/C2CCC2)[C@H]2[C@@H]1[C@]21C=NC=N1
Net charge ... +1

Atoms and positions in Å:
C -2.967 -0.737 -0.177
C -2.042 -0.819 -1.113
N -0.832 -0.341 -0.673
C 0.164 -0.119 -1.467
C 1.424 0.504 -1.062
C 1.751 1.911 -0.403
C 2.670 2.254 -1.702
C 2.186 0.928 -2.316
C -0.881 0.071 0.643
C -2.324 -0.158 1.062
C -1.168 -1.019 1.718
C -0.690 -0.830 3.064
N -0.384 -1.961 3.615
C -0.790 -2.888 2.642
N -1.176 -2.447 1.494
H -3.952 -0.975 -0.174
H -2.251 -1.216 -2.146
H 0.128 -0.505 -2.512
H 2.067 -0.090 -0.404
H 2.176 1.834 0.590
H 0.792 2.367 -0.294
H 2.387 3.057 -2.215
H 3.673 2.226 -1.517
H 1.565 1.188 -3.131
H 3.006 0.287 -2.830
H -0.235 0.992 1.005
H -3.073 0.423 1.678
H -0.486 -0.059 3.702
H -0.738 -3.881 2.923

Here are the Mulliken charges for atoms 1 to 2, given in e:
1. C -0.79
2. C -0.34

=====

Entry B
ORCA calculation (ωB97M-V/def2-TZVPD) on the ion C12H14N3 with charge +1.

Output
LUMO energy ... -5.33 eV
Gap between HOMO and LUMO ... 0.2644 Eh
E_HOMO ... -12.52 eV
Structure (SMILES) ... C1=C[C@H]2c3cncn3[C@H](C3CCC3)[N+]2=C1
Net charge ... +1

Atoms and positions in Å:
C -2.308 -2.639 0.317
C -2.833 -1.773 -0.575
C -1.872 -0.655 -0.773
C -1.952 0.817 -0.362
C -2.758 1.913 -0.337
N -2.053 2.883 0.228
C -0.899 2.413 0.618
N -0.860 1.110 0.399
C 0.163 0.009 0.611
C 1.327 0.230 -0.318
C 2.539 -0.881 -0.222
C 3.558 0.291 -0.226
C 2.372 1.309 -0.057
N -0.650 -1.116 0.342
C -1.171 -2.180 0.885
H -2.791 -3.622 0.609
H -3.833 -1.783 -1.131
H -1.323 -0.667 -1.700
H -3.794 2.301 -0.652
H -0.154 2.851 1.284
H 0.379 -0.195 1.615
H 1.056 0.343 -1.441
H 2.542 -1.615 -0.937
H 2.700 -1.357 0.720
H 4.158 0.292 0.639
H 4.120 0.552 -1.024
H 2.353 1.811 0.842
H 2.543 2.039 -1.005
H -0.561 -2.680 1.650

Here are the Mulliken charges for atoms 1 to 2, given in e:
1. C -0.64
2. C -0.19

=====

Ordering by calculated energy gives the sequence entry B, entry A, with the first entry being the most stable.